Record 1
A molecular structure, C2H2CsLiO2. Source: OMol25; level of theory: ωB97M-V/def2-TZVPD.

Structure (XYZ):
```
8
Properties=species:S:1:pos:R:3:lowdin_spin:R:1
H -0.280 0.234 1.533 0.02
O 0.177 0.781 -0.490 0.26
C -0.540 0.188 0.383 0.35
C -0.554 -1.249 0.441 0.18
O 0.001 -1.915 -0.492 0.18
Li 0.797 -0.791 -1.770 0.01
Cs 1.783 4.451 -0.621 0.00
H -1.384 -1.697 1.015 0.01
```

The HOMO energy (alpha / beta) is -10.272 / -11.747 eV. As for the molar mass: 197.88 g mol⁻¹. The spin multiplicity is 2. Its frontier orbital gap (alpha / beta) is 6.390 / 7.854 eV. The net charge is +1. Its expectation value of S² is 0.76. The value obtained for the LUMO energy (alpha / beta) is -3.88 / -3.89 eV.

***

Record 2
7 unconnected molecules or ions with the total composition C37H73N8O8. Source: OMol25; level of theory: ωB97M-V/def2-TZVPD.

Structure (XYZ):
```
126
Properties=species:S:1:pos:R:3:mulliken_charge:R:1
C 1.970 -0.689 0.041 -0.87
C 2.834 -0.769 0.867 -1.63
C 3.927 -0.699 1.851 3.75
C 3.737 -1.815 2.902 -1.30
C 2.841 -1.488 4.107 -1.23
C 1.475 -0.854 3.816 0.22
C 0.483 -1.798 3.161 0.21
N -0.863 -1.172 3.207 -0.31
C -1.748 -1.689 2.242 0.71
C -2.167 -0.773 1.117 -1.14
O -2.161 -2.819 2.326 -0.58
C 3.937 0.702 2.358 -2.26
N 4.956 1.391 2.028 0.34
C 5.116 2.837 2.339 -0.42
O 3.904 3.448 2.515 -0.41
C 3.095 3.568 1.325 -0.62
C 1.764 2.840 1.493 1.17
C 0.589 3.564 0.849 -1.94
C 5.967 0.597 1.317 -1.27
C 5.318 -0.776 1.086 0.01
C 5.271 -1.209 -0.390 -1.19
C 4.933 -0.185 -1.433 0.12
C 4.401 -0.568 -2.612 -0.97
H 1.180 -0.682 -0.671 0.86
H 4.731 -2.043 3.295 0.45
H 3.387 -2.729 2.426 0.56
H 2.640 -2.439 4.604 0.62
H 3.373 -0.881 4.842 0.37
H 1.045 -0.561 4.777 0.51
H 1.520 0.059 3.218 -0.60
H 0.737 -2.021 2.121 -0.22
H 0.432 -2.745 3.698 0.13
H -0.740 -0.180 3.022 0.27
H -2.923 -1.294 0.537 0.29
H -1.303 -0.511 0.505 0.10
H -2.636 0.132 1.508 0.57
H 3.177 1.196 2.948 1.18
H 5.712 2.957 3.242 0.31
H 5.666 3.266 1.495 0.37
H 2.895 4.627 1.159 0.52
H 3.643 3.218 0.445 0.25
H 1.586 2.750 2.568 0.28
H 1.831 1.831 1.077 -0.62
H 0.311 4.481 1.361 0.51
H 0.755 3.742 -0.215 0.44
H -0.283 2.910 0.912 0.37
H 6.761 0.449 2.060 0.37
H 6.488 1.089 0.502 0.58
H 5.917 -1.531 1.591 0.54
H 4.646 -2.097 -0.517 0.39
H 6.286 -1.535 -0.634 0.62
H 5.075 0.880 -1.255 0.22
H 4.765 -0.140 -3.541 0.28
H 3.582 -1.279 -2.680 0.15
C 1.005 -3.298 -1.917 -0.15
O 2.097 -3.365 -2.456 -0.66
N -0.176 -3.349 -2.551 0.21
C -1.438 -3.255 -1.842 -0.92
C -0.179 -3.506 -3.998 -0.99
H 0.900 -3.182 -0.823 0.51
H -2.032 -4.156 -2.004 0.40
H -2.008 -2.393 -2.193 0.35
H -1.258 -3.148 -0.773 0.20
H 0.326 -4.433 -4.270 0.28
H 0.357 -2.680 -4.466 0.33
H -1.202 -3.528 -4.363 0.39
C -1.465 6.913 1.532 0.07
O -1.362 5.704 1.671 -0.61
N -1.735 7.509 0.361 0.16
C -1.876 8.947 0.234 -0.94
C -1.892 6.667 -0.815 -0.79
H -1.353 7.619 2.370 0.30
H -2.872 9.200 -0.132 0.34
H -1.135 9.341 -0.463 0.34
H -1.730 9.419 1.204 0.29
H -2.702 5.953 -0.662 0.22
H -0.975 6.104 -0.993 0.22
H -2.113 7.284 -1.682 0.37
C 1.698 -1.729 -7.516 0.10
O 0.527 -1.820 -7.827 -0.59
N 2.578 -2.748 -7.533 0.13
C 3.962 -2.581 -7.140 -0.92
C 2.113 -4.057 -7.962 -0.90
H 2.144 -0.777 -7.177 0.30
H 4.627 -2.831 -7.969 0.35
H 4.198 -3.228 -6.292 0.33
H 4.138 -1.546 -6.851 0.28
H 1.730 -4.007 -8.981 0.31
H 1.305 -4.401 -7.315 0.23
H 2.937 -4.764 -7.918 0.39
C -5.436 4.471 -1.451 -0.01
O -4.751 3.718 -2.121 -0.60
N -5.789 4.258 -0.173 0.32
C -6.602 5.196 0.570 -0.99
C -5.338 3.037 0.477 -0.76
H -5.827 5.422 -1.854 0.35
H -6.061 5.556 1.448 0.32
H -7.526 4.717 0.899 0.33
H -6.854 6.048 -0.060 0.32
H -4.246 3.001 0.483 0.23
H -5.716 2.176 -0.066 0.09
H -5.711 3.011 1.497 0.42
C 2.992 -6.240 5.865 0.11
O 4.064 -6.328 5.297 -0.59
N 1.802 -6.181 5.234 0.13
C 0.548 -6.055 5.950 -0.85
C 1.793 -6.247 3.783 -0.79
H 2.906 -6.188 6.963 0.28
H -0.100 -6.906 5.738 0.33
H 0.029 -5.140 5.655 0.28
H 0.738 -6.020 7.021 0.30
H 2.234 -7.184 3.442 0.34
H 2.386 -5.425 3.377 0.08
H 0.771 -6.176 3.420 0.39
C -8.255 0.072 -0.499 0.10
O -7.656 1.044 -0.072 -0.57
N -8.123 -0.402 -1.749 0.13
C -8.857 -1.560 -2.218 -0.92
C -7.210 0.280 -2.654 -0.85
H -8.967 -0.502 0.115 0.25
H -8.168 -2.348 -2.529 0.33
H -9.488 -1.293 -3.067 0.33
H -9.489 -1.944 -1.420 0.29
H -6.198 0.273 -2.249 0.25
H -7.510 1.320 -2.784 0.28
H -7.218 -0.222 -3.618 0.37
```

The HOMO energy is -10.380 eV. As for the molar mass: 758.04 g mol⁻¹. The spin multiplicity is 1. Its frontier orbital gap is 6.797 eV. The net charge is +1. The value obtained for the LUMO energy is -3.58 eV.

***

Record 3
2 unconnected molecules or ions with the total composition C4H8O2. Source: OMol25; level of theory: ωB97M-V/def2-TZVPD.

Structure (XYZ):
```
14
Properties=species:S:1:pos:R:3:nbo_charge:R:1
O 2.151 0.951 -0.494 -0.65
C 0.908 0.440 -0.423 0.35
C -0.306 0.998 -0.435 -0.35
C -0.978 -0.341 -0.200 0.10
O -1.801 -0.866 -1.220 -0.72
C 0.438 -0.980 -0.235 -0.47
H 2.787 0.225 -0.487 0.48
H -0.677 2.013 -0.529 0.21
H -1.465 -0.442 0.782 0.16
H -2.585 -0.306 -1.279 0.47
H 0.568 -1.641 -1.098 0.22
H 0.758 -1.486 0.683 0.21
H 0.099 0.579 2.930 -0.01
H 0.066 0.889 2.253 0.00
```

The HOMO energy is -8.920 eV. As for the molar mass: 88.11 g mol⁻¹. The spin multiplicity is 1. Its frontier orbital gap is 9.707 eV. The value obtained for the LUMO energy is 0.79 eV.

***

Record 4
2 unconnected molecules or ions with the total composition C5H15N2O2. Source: OMol25; level of theory: ωB97M-V/def2-TZVPD.

Structure (XYZ):
```
24
Properties=species:S:1:pos:R:3:nbo_charge:R:1
C -0.561 0.836 1.436 -0.21
N -1.941 0.337 1.552 -0.65
C -2.131 -1.096 1.184 -0.44
C 0.189 0.497 0.073 -0.10
C -0.121 1.652 -0.851 -0.62
N 1.596 0.465 0.387 -0.69
C 2.406 -0.514 -0.414 0.11
O 2.193 -0.429 -1.766 -0.92
H -0.017 0.291 2.215 0.19
H -0.617 1.892 1.661 0.17
H -2.619 0.887 1.037 0.34
H -1.226 -1.678 1.284 0.21
H -2.424 -1.311 0.133 0.19
H -2.993 -1.289 1.820 0.19
H -0.214 -0.487 -0.145 0.23
H 0.143 2.642 -0.441 0.18
H -1.221 1.813 -1.012 0.17
H 0.155 1.629 -1.907 0.23
H 2.051 1.366 0.379 0.34
H 2.070 -1.450 0.054 0.10
H 3.485 -0.243 -0.313 0.12
H 0.570 -2.755 -2.138 0.43
H 1.019 -1.187 -1.993 0.49
O 0.209 -1.869 -2.234 -1.08
```

The HOMO energy is -3.563 eV. As for the molar mass: 135.19 g mol⁻¹. The spin multiplicity is 1. Its frontier orbital gap is 7.329 eV. The net charge is -1. The value obtained for the LUMO energy is 3.77 eV.

***

Per-record calculated total energy, eV: -6947.825; -67843.885; -8370.141; -12502.730